Entry 1:
This record from the Open Molecules 2025 dataset describes a cluster of 11 separate species, C60H152N6O31P4 in total at a distorted geometry. The level of theory is the ωB97M-V functional and the def2-TZVPD basis.

```
253
Properties=species:S:1:pos:R:3:lowdin_charge:R:1
C 12.782 21.838 17.307 -0.192
H 22.461 29.712 11.939 0.090
H 19.429 20.817 25.009 0.086
C 19.289 15.619 15.217 -0.256
H 12.077 17.323 16.897 0.090
H 22.818 23.189 24.479 0.088
C 19.729 23.301 13.797 -0.225
H 16.120 27.727 24.921 0.111
C 18.128 11.019 14.675 -0.240
H 16.045 23.950 27.999 0.090
H 15.639 21.752 27.785 0.054
C 20.244 22.005 19.971 -0.077
C 15.735 25.311 19.882 -0.131
H 20.277 26.274 11.073 0.140
C 14.105 22.291 17.826 -0.209
C 22.880 19.559 21.468 -0.072
H 21.486 27.900 12.748 0.118
H 17.262 19.636 22.968 0.055
O 22.345 27.913 10.894 -0.190
H 11.293 26.617 16.318 0.089
H 19.604 22.510 23.341 0.127
H 22.941 23.888 22.825 0.097
H 16.378 9.022 14.896 0.085
H 18.936 28.163 27.337 0.090
C 21.134 25.985 11.744 -0.237
O 11.703 19.675 19.115 -0.293
H 21.825 19.882 21.391 0.087
H 9.473 16.059 20.548 0.076
H 11.225 15.746 20.509 0.089
H 14.116 20.828 27.863 0.099
C 15.386 23.053 15.900 -0.069
O 18.115 27.912 25.535 -0.189
O 18.365 15.037 19.585 -0.201
H 15.573 20.007 27.264 0.087
C 22.253 23.452 23.575 -0.111
C 17.991 20.850 18.468 -0.166
H 18.729 18.401 18.972 0.105
H 16.135 22.614 15.263 0.074
H 15.678 13.998 17.051 0.077
C 17.606 14.709 20.754 -0.180
P 16.183 22.121 25.106 0.572
O 15.177 22.083 16.950 -0.200
H 13.980 24.037 23.029 0.088
C 10.372 23.696 15.409 -0.224
C 20.576 18.701 24.549 -0.242
H 12.152 19.740 22.477 0.089
H 19.706 26.613 21.409 0.114
H 14.513 18.306 17.856 0.100
N 16.612 23.410 26.113 -0.288
C 17.060 27.260 24.757 -0.180
H 27.483 20.419 15.609 0.075
H 11.036 16.557 18.144 0.075
C 23.095 16.530 26.109 -0.108
H 17.050 22.003 22.473 0.067
H 21.504 15.314 20.741 0.102
H 20.928 23.584 11.995 0.132
H 17.863 15.499 21.446 0.100
O 12.290 22.666 16.256 -0.163
H 19.048 18.976 21.547 0.120
O 15.144 12.074 17.471 -0.193
H 18.888 23.853 14.184 0.110
O 18.039 16.104 15.494 -0.168
H 19.803 18.526 25.333 0.144
C 20.435 21.780 23.432 -0.178
C 17.360 27.489 23.308 -0.221
H 23.229 16.441 27.229 0.108
H 19.879 15.255 16.122 0.131
O 18.252 26.498 22.857 -0.128
H 22.205 15.332 19.101 0.087
O 26.110 23.789 17.163 -0.218
C 20.456 21.095 24.770 -0.147
H 20.697 22.110 16.649 0.083
H 9.279 23.701 15.199 0.141
H 21.036 22.679 20.249 0.083
H 14.678 25.548 19.980 0.094
O 24.324 22.085 17.404 -0.203
H 25.894 25.798 17.199 0.105
H 23.903 17.083 25.709 0.068
C 18.201 22.290 18.867 -0.228
C 10.935 22.442 15.953 -0.205
H 18.694 22.934 26.081 0.056
N 14.930 21.435 25.944 -0.320
H 14.146 23.345 18.121 0.119
H 12.864 20.793 16.875 0.144
H 10.477 22.152 16.886 0.120
H 13.940 13.589 16.811 0.076
O 15.418 14.031 19.622 -0.190
H 13.895 23.620 24.768 0.086
C 17.971 18.719 19.712 -0.171
H 12.546 17.076 22.540 0.082
O 22.693 17.052 20.122 -0.211
H 17.839 13.679 21.132 0.137
H 21.814 25.296 11.155 0.134
H 24.341 24.947 16.846 0.104
P 12.035 18.393 19.803 0.513
C 18.015 23.759 26.191 -0.101
H 18.505 27.846 21.164 0.145
C 14.482 12.131 18.685 -0.246
H 15.853 25.255 26.800 0.061
H 14.677 23.929 26.817 0.100
H 25.962 21.092 15.240 0.092
H 9.555 19.500 19.846 0.073
C 20.144 24.111 12.584 -0.173
N 13.125 18.524 21.048 -0.301
N 12.815 17.281 18.863 -0.295
H 16.363 12.203 19.835 0.124
C 18.007 17.061 16.529 -0.095
H 19.577 21.852 20.855 0.082
C 23.307 21.986 18.375 -0.106
C 13.970 20.780 25.135 -0.152
H 16.971 17.385 16.705 0.081
H 17.740 28.529 23.150 0.145
C 16.232 22.734 22.527 -0.108
C 24.953 17.482 18.428 -0.101
H 25.162 17.584 19.472 0.079
H 16.999 18.282 19.411 0.125
C 17.904 25.891 20.503 -0.189
C 13.375 17.408 21.903 -0.118
C 18.573 12.252 13.966 -0.218
C 18.412 18.216 21.060 -0.150
H 12.065 21.764 18.139 0.104
C 21.776 15.960 19.875 -0.063
H 14.143 19.678 25.030 0.098
H 20.786 16.350 19.547 0.071
H 18.367 10.205 13.975 0.125
C 14.972 13.255 16.662 -0.053
O 18.708 13.313 14.876 -0.125
O 21.262 19.882 24.686 -0.110
H 20.831 21.709 25.551 0.111
H 22.687 22.901 18.294 0.101
H 18.460 14.818 13.419 0.132
O 10.463 24.728 16.364 -0.190
O 21.382 18.725 18.660 -0.198
H 14.443 23.360 15.405 0.090
H 25.726 17.974 17.818 0.095
O 17.334 21.294 24.679 -0.283
H 24.991 16.458 18.095 0.082
H 19.159 13.187 19.206 0.080
C 19.155 14.493 14.206 -0.188
H 18.311 26.020 19.499 0.132
H 17.638 23.022 18.309 0.113
H 22.935 26.800 12.623 0.138
H 21.580 24.242 23.832 0.070
O 20.703 25.400 12.920 -0.134
H 15.210 24.651 24.108 0.070
H 16.701 23.740 22.556 0.084
H 23.420 29.556 10.332 0.092
H 15.918 15.894 20.358 0.099
H 13.734 21.266 24.202 0.049
H 17.676 13.538 18.329 0.078
H 9.101 18.769 21.442 0.082
C 18.590 13.950 18.731 -0.088
H 20.661 20.995 19.754 0.083
C 25.283 24.883 17.465 -0.122
H 10.954 24.035 14.562 0.108
H 19.266 22.413 13.375 0.124
H 15.504 14.636 21.515 0.125
H 12.416 25.335 16.944 0.075
H 10.420 16.495 21.992 0.070
P 25.788 22.429 17.908 0.343
H 15.864 23.965 16.253 0.069
H 14.644 16.535 18.101 0.079
H 19.940 18.604 23.667 0.108
H 19.012 22.338 15.970 0.086
C 11.640 25.557 16.186 -0.095
C 14.258 17.460 18.557 -0.090
O 16.508 26.205 20.616 -0.178
H 13.923 19.799 22.490 0.049
H 14.314 21.701 18.698 0.117
C 15.332 12.597 19.848 -0.161
H 14.773 12.387 20.788 0.132
O 16.757 11.043 14.965 -0.179
H 23.049 15.518 25.668 0.090
H 18.170 24.140 27.207 0.081
H 20.216 20.991 22.716 0.094
H 19.926 16.404 14.761 0.130
C 14.585 23.776 23.898 -0.118
H 20.142 14.334 13.700 0.133
H 18.831 20.482 17.845 0.130
H 8.480 18.055 19.951 0.080
H 15.330 9.987 15.989 0.078
H 23.808 21.916 19.325 0.063
H 12.086 25.489 15.145 0.097
H 25.018 24.873 18.537 0.090
H 12.934 20.626 21.133 0.086
C 26.879 21.282 15.805 -0.104
H 19.280 24.310 11.986 0.117
H 18.423 24.536 25.543 0.080
C 18.649 26.763 21.476 -0.157
C 10.436 16.434 20.903 -0.114
O 20.649 22.992 14.824 -0.168
O 21.893 17.213 25.892 -0.172
H 13.751 16.623 21.258 0.069
O 17.937 20.144 19.702 -0.166
C 15.074 20.969 27.319 -0.072
H 17.832 12.465 13.213 0.130
H 16.461 27.346 22.729 0.112
H 15.677 22.728 21.599 0.064
H 18.027 24.840 20.790 0.115
C 16.103 14.837 20.628 -0.157
C 21.545 17.556 24.596 -0.225
H 15.992 25.243 18.806 0.088
H 18.195 26.556 27.127 0.078
H 18.299 16.629 17.494 0.065
H 14.161 11.113 18.937 0.122
H 23.066 18.683 22.086 0.073
H 15.219 13.050 15.623 0.083
C 15.773 24.192 26.954 -0.141
C 20.020 22.782 16.123 -0.065
C 22.038 27.217 12.099 -0.200
H 19.564 12.072 13.544 0.128
H 10.845 21.616 15.185 0.146
C 9.347 18.565 20.389 -0.104
C 16.340 9.852 15.616 -0.103
C 12.057 16.657 17.770 -0.080
H 18.786 10.792 15.547 0.140
H 27.364 22.223 15.428 0.104
C 18.048 27.665 26.926 -0.116
H 17.065 9.558 16.419 0.099
H 22.753 21.076 18.136 0.076
H 17.738 22.297 19.872 0.113
H 14.758 17.607 19.514 0.042
O 25.845 22.470 19.349 -0.211
C 13.043 19.763 21.824 -0.102
H 15.903 24.294 20.221 0.048
H 19.820 23.747 16.590 0.090
H 16.938 26.175 24.963 0.101
O 19.533 22.638 18.919 -0.187
H 12.611 15.772 17.559 0.058
H 23.956 28.848 11.878 0.087
H 19.224 14.387 17.922 0.084
O 23.704 18.041 18.061 -0.196
C 16.636 18.911 22.474 -0.111
H 18.946 17.295 20.863 0.097
H 17.125 20.620 17.868 0.110
P 22.643 18.330 19.229 0.308
O 23.386 19.351 20.169 -0.211
N 10.582 17.785 20.335 -0.305
O 21.673 22.343 22.947 -0.200
H 23.512 20.325 21.917 0.104
C 23.063 29.074 11.256 -0.135
H 18.610 17.984 16.270 0.111
O 17.301 17.804 21.911 -0.197
H 15.870 18.504 23.154 0.074
H 16.099 19.513 21.680 0.102
O 26.798 21.415 17.217 -0.198
N 15.361 22.549 23.693 -0.290
H 22.368 17.869 23.937 0.115
H 21.002 16.712 24.149 0.129
H 17.064 27.993 27.322 0.093
H 14.172 17.675 22.584 0.058
H 13.018 20.887 25.727 0.100
H 13.536 12.737 18.619 0.137
```

The value obtained for the HOMO energy is -8.712 eV. The LUMO energy comes out at 0.5 eV. As for the SMILES: CN(C)P(=O)(N(C)C)N(C)C.CN(C)P(=O)(N(C)C)N(C)C.COP(=O)(OC)OC.COP(=O)(OC)OC.COCCOCCOC.COCCOCCOC.COCCOCCOC.COCCOCCOC.COCCOCCOC.COCCOCCOC.COCCOCCOC. For the gap between HOMO and LUMO, the calculation gives 9.22 eV. As for the multiplicity: 1.

---

Entry 2:
This record from the Open Molecules 2025 dataset describes a structure of composition C5H4IrNO5 at a distorted geometry. The level of theory is the ωB97M-V functional and the def2-TZVPD basis.

```
16
Properties=species:S:1:pos:R:3:mulliken_spin:R:1
O 1.265 -2.765 -0.724 0.449
C 0.361 -2.085 -0.989 0.510
C -0.887 0.688 -1.781 0.092
C -0.523 1.784 0.907 0.139
O 2.277 3.070 -1.109 0.121
O -0.968 2.576 1.631 0.104
H -0.756 -2.150 -1.170 0.108
H -1.664 -0.336 1.628 -0.014
O 2.577 -0.476 1.588 0.095
H -0.667 -1.612 1.453 -0.014
H -1.850 -1.325 0.338 -0.018
N -1.153 -0.882 0.939 0.544
C 1.707 -0.138 0.915 0.120
C 1.559 2.253 -0.661 0.171
Ir 0.334 0.622 -0.290 2.434
O -1.611 0.777 -2.675 0.159
```

The value obtained for the HOMO energy (spin up / spin down) is -20.472 / -26.572 eV. The LUMO energy (spin up / spin down) comes out at -14.1 / -19.9 eV. The charge is +3. Its expectation value of S² is 8.773. For the gap between HOMO and LUMO (spin up / spin down), the calculation gives 6.41 / 6.64 eV. As for the multiplicity: 6. As for the energy relative to the best compared isomer or geometry (same formula, charge and spin): 0.0 kJ/mol.